No. 1
Molecular formula: C49H107F2N6O6S2
Method: DFT, ωB97M-V/def2-TZVPD

```
172
Properties=species:S:1:pos:R:3:mulliken_charge:R:1
C 10.352 16.513 13.810 -1.727
C 11.571 16.021 14.517 1.362
C 12.747 15.583 13.701 0.173
C 13.326 16.824 12.955 -1.308
N 14.346 16.474 11.944 0.668
C 15.528 15.669 12.514 -0.304
C 16.561 16.676 12.866 -0.427
C 16.012 18.045 12.397 -0.628
C 14.917 17.777 11.376 -0.619
C 13.802 15.643 10.700 -1.112
C 12.599 16.337 10.085 -0.052
C 11.972 15.372 9.092 -1.484
H 10.005 15.785 13.048 0.417
H 10.598 17.452 13.242 0.175
H 9.551 16.682 14.559 0.392
H 11.195 15.227 15.223 0.304
H 11.772 16.836 15.235 -1.505
H 12.425 14.859 12.919 0.201
H 13.461 15.010 14.283 0.159
H 13.758 17.390 13.730 0.372
H 12.576 17.420 12.472 0.385
H 15.867 14.962 11.760 0.479
H 15.157 15.055 13.400 0.038
H 17.499 16.446 12.352 0.401
H 16.649 16.681 13.918 0.112
H 16.836 18.652 12.010 0.550
H 15.598 18.618 13.245 0.136
H 15.351 17.529 10.390 0.465
H 14.174 18.575 11.296 0.381
H 13.614 14.590 10.874 0.481
H 14.661 15.668 10.067 0.780
H 12.947 17.260 9.655 0.434
H 11.906 16.635 10.808 0.128
H 11.534 14.525 9.647 0.351
H 12.667 14.929 8.324 0.320
H 11.187 15.907 8.621 0.452
C 11.612 20.877 14.503 -1.005
C 10.975 21.065 15.959 -0.635
C 11.332 19.822 16.725 0.225
N 10.851 19.700 18.141 0.341
C 9.361 19.611 18.292 -0.744
C 8.775 18.462 17.538 -0.498
C 9.263 17.104 18.139 -1.062
C 10.791 17.057 18.147 1.592
C 11.453 18.310 18.734 -0.896
C 11.391 20.802 18.916 -0.966
H 11.485 19.815 14.288 0.010
H 12.670 21.019 14.642 0.378
H 11.193 21.612 13.851 0.473
H 9.871 21.135 15.887 0.358
H 11.355 21.948 16.456 0.415
H 12.439 19.752 16.771 0.196
H 11.001 18.865 16.253 -0.396
H 9.005 20.638 17.971 0.488
H 9.115 19.495 19.351 0.449
H 8.998 18.654 16.460 0.119
H 7.715 18.448 17.696 0.477
H 8.855 16.226 17.641 0.341
H 8.789 17.121 19.091 0.460
H 11.138 17.048 17.077 -1.054
H 11.126 16.118 18.675 0.362
H 12.458 18.330 18.451 0.089
H 11.224 18.326 19.822 0.488
H 12.451 21.030 18.764 0.235
H 11.290 20.615 20.009 0.388
H 10.867 21.684 18.597 0.512
C 7.399 13.139 15.945 -1.433
C 8.351 12.013 16.419 0.275
C 7.590 10.749 16.538 -1.026
N 8.265 9.596 17.247 0.380
C 8.562 9.949 18.681 -0.124
C 8.849 8.718 19.587 -0.536
C 7.740 7.694 19.472 -0.920
C 7.584 7.258 17.987 -0.661
C 7.236 8.471 17.117 -0.497
C 9.497 9.245 16.493 -1.022
H 6.621 13.489 16.657 0.362
H 6.900 12.888 15.034 0.464
H 8.030 14.009 15.782 0.156
H 8.767 12.268 17.366 0.132
H 9.146 12.009 15.685 0.338
H 7.336 10.374 15.542 0.550
H 6.632 10.840 17.064 0.384
H 7.709 10.445 19.144 0.319
H 9.523 10.521 18.686 0.096
H 9.089 9.216 20.539 0.528
H 9.861 8.309 19.445 0.143
H 6.767 7.980 19.914 0.339
H 7.970 6.747 19.988 0.399
H 6.845 6.450 17.836 0.420
H 8.554 6.895 17.693 0.298
H 6.355 9.009 17.527 0.411
H 7.080 8.212 16.073 0.458
H 9.865 8.332 16.966 0.518
H 10.281 10.008 16.512 0.111
H 9.126 9.059 15.482 0.323
C 13.540 7.694 17.622 -1.749
C 15.044 7.670 17.519 0.593
C 15.481 8.864 16.736 -0.637
N 16.984 8.920 16.611 0.561
C 17.326 10.221 16.044 -1.069
C 17.198 11.457 16.947 0.711
C 17.763 11.166 18.328 -1.458
C 17.356 9.763 18.900 1.023
C 17.752 8.745 17.863 -1.460
C 17.375 7.847 15.692 -0.945
H 13.087 6.982 18.251 0.590
H 13.101 7.633 16.610 0.427
H 13.150 8.649 18.021 0.113
H 15.268 6.753 16.947 0.327
H 15.471 7.668 18.553 -0.264
H 15.050 9.750 17.116 -0.446
H 15.094 8.654 15.692 0.547
H 16.711 10.380 15.129 0.370
H 18.357 10.146 15.688 0.504
H 16.118 11.732 17.190 -0.839
H 17.603 12.318 16.471 0.768
H 17.490 12.018 18.988 0.463
H 18.864 11.071 18.315 0.464
H 16.330 9.831 19.182 -0.708
H 17.930 9.624 19.843 0.499
H 17.710 7.760 18.212 0.503
H 18.764 8.941 17.593 0.657
H 17.067 8.126 14.674 0.425
H 16.859 6.926 15.924 0.296
H 18.435 7.728 15.674 0.419
C 15.635 7.309 22.219 -1.230
C 15.424 8.803 22.625 -0.124
C 14.117 9.314 22.070 -0.285
N 13.743 10.702 22.458 0.597
C 14.778 11.653 21.918 -0.110
C 14.331 13.082 21.847 -1.119
C 12.977 13.208 21.144 0.515
C 11.920 12.372 21.901 -1.007
C 12.334 10.911 21.934 -0.399
C 13.726 10.914 23.912 -1.054
H 14.857 6.632 22.556 0.410
H 16.565 6.881 22.752 0.371
H 15.793 7.233 21.161 0.157
H 16.273 9.440 22.264 0.214
H 15.472 8.886 23.713 0.417
H 13.286 8.577 22.265 0.486
H 14.123 9.383 21.019 -0.254
H 15.058 11.335 20.915 -0.315
H 15.648 11.572 22.527 0.629
H 15.138 13.585 21.289 0.501
H 14.247 13.565 22.845 0.368
H 13.110 12.750 20.148 -0.777
H 12.693 14.238 21.003 0.530
H 10.969 12.437 21.292 0.329
H 11.652 12.678 22.896 0.491
H 12.308 10.447 20.980 0.110
H 11.720 10.339 22.599 0.478
H 14.760 11.070 24.250 0.396
H 13.235 10.095 24.432 0.319
H 13.205 11.847 24.140 0.443
C 12.729 11.465 16.712 -1.192
C 12.588 11.089 18.149 -0.084
O 13.610 11.075 18.913 0.334
O 11.467 10.651 18.546 -0.579
H 13.741 11.785 16.506 -0.086
H 12.155 12.402 16.479 0.074
H 12.390 10.773 15.986 0.573
N 14.594 16.511 17.773 -0.227
S 14.879 15.152 16.953 0.899
O 16.050 15.016 16.157 -0.652
O 13.629 14.836 16.325 -0.542
F 15.032 14.084 18.045 -0.010
S 15.045 17.895 17.264 0.730
O 14.504 18.931 18.043 -0.647
O 14.852 18.019 15.879 -0.387
F 16.597 17.929 17.499 -0.250
```

Properties
Calculated total energy: -3706.4209 a.u.
Charge: +3
HOMO level: -14.219 eV
Multiplicity: 1

No. 2
Molecular formula: C49H111N6O
Method: DFT, ωB97M-V/def2-TZVPD

```
167
Properties=species:S:1:pos:R:3:mulliken_charge:R:1
C 0.609 1.319 -1.279 -0.649
O -0.530 2.170 -1.333 -0.910
H 1.493 1.407 -1.912 0.203
H 0.877 0.903 -0.308 0.186
H 0.304 0.360 -1.697 0.172
C -3.878 -0.321 13.100 -1.447
C -2.892 0.496 12.407 -0.063
C -3.356 0.888 10.957 -0.859
N -2.337 1.736 10.115 -0.034
C -1.727 2.891 10.989 -1.034
C -2.981 2.371 8.838 -0.458
C -1.775 2.783 8.034 -0.769
C -0.761 1.715 8.249 -0.433
C -1.139 0.905 9.460 -0.615
H -3.481 -0.646 14.062 0.370
H -4.137 -1.160 12.455 0.357
H -4.832 0.171 13.287 0.354
H -1.937 -0.029 12.408 0.279
H -2.784 1.489 12.844 0.370
H -4.272 1.469 11.062 0.373
H -3.665 0.158 10.209 0.496
H -1.216 2.464 11.852 0.402
H -2.495 3.536 11.416 0.356
H -1.041 3.423 10.330 0.430
H -3.744 3.099 9.112 0.422
H -3.425 1.546 8.280 0.377
H -1.414 3.811 8.070 0.331
H -2.098 2.787 6.993 0.365
H 0.253 2.102 8.350 0.293
H -0.694 1.022 7.411 0.353
H -0.467 0.470 10.200 0.450
H -1.747 0.062 9.131 0.335
C -7.092 10.698 -4.623 -1.388
C -7.444 9.814 -3.402 -0.260
C -6.189 9.202 -2.650 -0.823
N -6.476 8.280 -1.450 0.360
C -5.099 8.116 -0.886 -1.042
C -7.531 8.724 -0.452 -0.640
C -8.143 7.549 0.201 -0.700
C -8.228 6.606 -1.028 -0.545
C -7.045 6.861 -1.922 -0.525
H -7.991 11.207 -4.968 0.394
H -6.598 10.087 -5.379 0.363
H -6.476 11.543 -4.316 0.341
H -8.102 9.015 -3.745 0.330
H -8.085 10.392 -2.737 0.316
H -5.617 10.038 -2.248 0.461
H -5.541 8.649 -3.329 0.404
H -4.382 8.054 -1.705 0.373
H -5.120 7.188 -0.315 0.416
H -4.834 9.004 -0.312 0.415
H -7.023 9.323 0.304 0.304
H -8.229 9.496 -0.775 0.387
H -7.558 7.103 1.006 0.332
H -9.038 7.654 0.814 0.387
H -8.265 5.551 -0.753 0.387
H -9.091 6.860 -1.643 0.316
H -6.246 6.129 -1.806 0.347
H -7.347 7.044 -2.953 0.291
C -4.849 -2.651 -0.277 -1.336
C -5.633 -2.302 -1.526 -0.301
C -5.590 -3.491 -2.585 -0.683
N -6.200 -3.010 -3.940 0.072
C -7.576 -2.250 -3.713 -0.955
C -6.463 -4.180 -4.872 -0.633
C -6.494 -3.617 -6.246 -0.625
C -5.407 -2.571 -6.367 -0.546
C -5.260 -2.130 -4.861 -0.589
H -5.429 -3.368 0.305 0.358
H -4.895 -1.758 0.345 0.363
H -3.861 -3.071 -0.467 0.354
H -5.292 -1.379 -1.995 0.411
H -6.625 -2.051 -1.152 0.308
H -6.193 -4.321 -2.218 0.362
H -4.541 -3.743 -2.735 0.395
H -7.408 -1.244 -3.327 0.335
H -8.168 -2.805 -2.985 0.397
H -8.244 -2.256 -4.573 0.370
H -7.372 -4.608 -4.450 0.449
H -5.567 -4.774 -4.691 0.409
H -7.459 -3.192 -6.522 0.322
H -6.200 -4.384 -6.962 0.386
H -5.702 -1.823 -7.103 0.299
H -4.453 -3.035 -6.618 0.323
H -5.343 -1.059 -4.675 0.399
H -4.324 -2.498 -4.440 0.354
C 3.780 -11.060 4.683 -1.353
C 4.824 -10.099 4.289 -0.192
C 4.286 -9.207 3.139 -0.668
N 5.117 -7.825 3.038 0.227
C 6.569 -8.282 2.903 -1.139
C 5.117 -6.824 4.182 -0.504
C 5.523 -5.495 3.531 -0.630
C 4.716 -5.538 2.203 -0.689
C 4.765 -6.965 1.836 -0.507
H 3.897 -12.111 4.418 0.343
H 2.733 -10.766 4.614 0.349
H 3.813 -11.031 5.772 0.349
H 5.623 -10.699 3.854 0.302
H 5.188 -9.489 5.116 0.321
H 3.329 -8.815 3.483 0.394
H 4.252 -9.519 2.095 0.444
H 7.218 -7.407 2.861 0.420
H 6.723 -8.869 1.998 0.365
H 6.791 -8.893 3.777 0.431
H 5.795 -7.116 4.984 0.353
H 4.070 -6.736 4.472 0.380
H 6.580 -5.480 3.265 0.246
H 5.148 -4.625 4.070 0.401
H 5.024 -4.792 1.471 0.353
H 3.765 -5.092 2.494 0.343
H 5.422 -7.061 0.972 0.305
H 3.769 -7.287 1.534 0.357
C 3.735 -5.632 -7.110 -1.374
C 3.695 -6.956 -8.079 -0.340
C 4.976 -7.789 -7.966 -0.864
N 4.903 -9.265 -8.698 0.368
C 4.107 -10.082 -7.742 -1.138
C 4.410 -9.239 -10.173 -0.550
C 5.734 -9.007 -10.952 -0.540
C 6.713 -9.935 -10.318 -0.574
C 6.265 -9.866 -8.787 -0.641
H 2.847 -5.024 -7.280 0.355
H 4.569 -5.011 -7.438 0.393
H 4.060 -5.707 -6.073 0.363
H 3.572 -6.419 -9.020 0.295
H 2.796 -7.530 -7.857 0.324
H 5.327 -7.960 -6.949 0.501
H 5.816 -7.177 -8.294 0.485
H 4.049 -11.091 -8.149 0.485
H 3.133 -9.607 -7.620 0.328
H 4.646 -10.226 -6.806 0.416
H 3.941 -10.195 -10.403 0.414
H 3.696 -8.463 -10.449 0.281
H 5.795 -9.338 -11.989 0.378
H 6.098 -7.987 -10.828 0.290
H 6.619 -10.978 -10.618 0.355
H 7.723 -9.594 -10.548 0.324
H 6.374 -10.838 -8.306 0.384
H 6.953 -9.230 -8.229 0.284
C 4.546 7.603 -2.312 -1.394
C 5.323 7.952 -1.084 -0.155
C 4.497 8.586 0.067 -0.775
N 5.321 9.277 1.261 0.076
C 6.296 8.110 1.678 -0.964
C 4.406 9.784 2.379 -0.750
C 5.189 10.912 3.161 -0.441
C 6.380 11.191 2.320 -0.774
C 6.125 10.637 0.974 -0.683
H 5.306 7.220 -2.994 0.360
H 3.991 8.476 -2.655 0.341
H 3.766 6.845 -2.236 0.368
H 5.986 8.805 -1.230 0.318
H 5.910 7.057 -0.876 0.335
H 3.836 7.929 0.632 0.514
H 3.919 9.400 -0.371 0.352
H 5.644 7.237 1.683 0.385
H 6.616 8.264 2.708 0.428
H 7.054 8.042 0.897 0.343
H 4.022 8.974 3.000 0.429
H 3.516 10.204 1.910 0.383
H 5.583 10.488 4.084 0.260
H 4.606 11.747 3.548 0.378
H 7.264 10.666 2.683 0.318
H 6.707 12.230 2.348 0.456
H 6.950 10.334 0.330 0.493
H 5.478 11.250 0.346 0.398
```

Properties
Calculated total energy: -2335.4542 a.u.
Energy above the lowest of the compared OMol25 structures with the same formula, charge and spin: 0.0000 eV
Charge: +5
HOMO level: -9.720 eV
Multiplicity: 1